# 1
10
Properties=species:S:1:pos:R:3:forces:R:3:lowdin_charge:R:1 method="wB97M-V/def2-TZVPD" total_energy_ha=-247.1845 gap_ha=0.365 total_charge=0 smiles="O=C1CNC1" lumo_energy_ev=0.61 relative_energy_kj_mol=322.4
O 2.251516 -0.122486 -0.045385 -1.10 0.64 -1.09 0.0827
C 1.079397 -0.016488 -0.280281 -1.64 -1.29 1.95 -0.3576
C -0.143283 -1.065210 -0.143891 3.46 -4.63 2.18 -0.2514
N -1.138778 -0.106949 -0.219253 -1.69 4.65 2.26 -0.0951
C -0.050881 1.041637 -0.096434 -0.19 3.60 -1.45 -0.1183
H -0.311478 -2.102214 -0.686396 0.49 2.27 0.79 0.1326
H 0.232493 -1.373280 1.012541 -1.25 0.43 -2.51 0.1641
H -1.877443 -0.003532 0.632999 2.52 -0.68 -2.60 0.1669
H -0.032896 1.824157 0.792556 -0.03 -2.32 -1.06 0.1296
H -0.008648 1.924366 -0.966452 -0.56 -2.66 1.53 0.1464

---

# 2
9
Properties=species:S:1:pos:R:3:forces:R:3:lowdin_charge:R:1 method="wB97M-V/def2-TZVPD" total_energy_ha=-267.1521 gap_ha=0.364 total_charge=0 smiles="C=C(O)C=O" lumo_energy_ev=0.30 relative_energy_kj_mol=106.9
C 1.025693 -0.633114 -0.222661 -0.10 0.10 0.02 0.0884
C 0.053360 0.211133 0.123153 0.16 -0.40 -0.17 -0.3791
O 0.184876 1.452829 0.660252 0.18 0.06 -0.03 0.0405
C -1.382318 -0.140720 -0.110268 -0.09 -0.42 -0.03 -0.2002
O -1.770420 -1.281255 -0.203960 0.08 0.61 -0.05 0.0641
H 2.086081 -0.425882 -0.100453 -0.21 0.10 0.02 0.0700
H 0.745124 -1.578911 -0.667714 -0.01 0.06 0.11 0.0713
H 1.123679 1.666722 0.728770 -0.11 0.05 0.03 0.1127
H -2.066077 0.729198 -0.207119 0.09 -0.17 0.10 0.1324